[1]
50
Properties=species:S:1:pos:R:3:forces:R:3:nbo_charge:R:1 method="wB97M-V/def2-TZVPD" smiles="Cc1nn(C2CCCCC2)c2sc(C(=O)NCCN3CC(=O)NC3=O)cc12" lumo_ev=0.1 e_homo_ev=-8.296 fmax_ev_per_a=6.72 e_above_lowest_ev=2.873 multiplicity=1
C 0.070 3.708 -3.375 0.062 -0.427 2.099 -0.644
C 0.359 2.740 -2.238 0.489 -0.663 1.317 0.195
N 1.420 2.785 -1.442 0.556 -0.541 -0.623 -0.255
N 1.414 1.637 -0.654 0.097 1.345 -0.455 -0.205
C 2.558 1.143 0.084 0.273 -1.119 0.008 -0.016
C 3.456 2.226 0.626 1.642 0.056 0.413 -0.418
C 4.749 1.656 1.346 -0.996 -1.184 0.147 -0.394
C 5.285 0.377 0.658 0.918 -1.480 3.017 -0.409
C 4.295 -0.604 0.133 -1.212 -0.641 1.707 -0.413
C 3.398 0.088 -0.751 -3.309 0.864 -1.550 -0.402
C 0.308 0.928 -0.918 0.570 -1.128 1.831 0.006
S -0.525 -0.459 -0.313 -0.200 0.326 -0.480 0.373
C -1.853 -0.116 -1.454 0.767 2.108 -2.066 -0.323
C -3.030 -0.932 -1.558 -2.241 0.389 0.395 0.636
O -4.079 -0.394 -2.049 2.615 -2.908 1.516 -0.617
N -2.862 -2.193 -0.932 -0.923 2.254 -1.080 -0.628
C -3.965 -2.944 -0.448 -0.254 -2.067 -0.043 -0.232
C -3.634 -3.606 0.925 -1.577 2.246 0.198 -0.220
N -3.358 -2.513 1.858 -0.166 3.024 1.597 -0.443
C -4.223 -1.302 2.073 -0.665 -0.119 -1.121 -0.314
C -3.258 -0.320 2.799 -2.200 -1.792 6.087 0.657
O -3.517 0.270 3.866 -0.972 1.414 -2.898 -0.546
N -2.066 -0.935 2.847 1.313 0.960 -1.746 -0.620
C -2.093 -2.147 2.318 -0.708 -4.216 -2.043 0.773
O -1.200 -2.951 2.242 1.744 -0.238 0.204 -0.643
C -1.634 1.015 -2.280 0.854 -1.635 2.040 -0.107
C -0.404 1.574 -1.825 -1.657 2.776 -4.371 -0.209
H 0.744 4.527 -3.438 0.612 0.911 0.731 0.235
H 0.278 3.243 -4.287 -0.369 -1.169 -1.556 0.226
H -0.941 4.074 -3.281 -0.345 0.075 -0.347 0.224
H 2.018 0.643 0.974 1.274 0.148 -1.113 0.198
H 3.853 2.921 -0.157 -0.968 -0.484 0.532 0.233
H 2.868 2.698 1.389 -0.116 1.110 0.145 0.216
H 4.607 1.473 2.450 -0.362 -0.051 -1.128 0.202
H 5.555 2.361 1.336 0.242 0.738 -0.205 0.215
H 5.789 -0.268 1.431 0.126 1.017 -0.326 0.212
H 6.057 0.571 -0.042 0.517 0.464 -1.017 0.204
H 4.698 -1.446 -0.325 1.449 -1.260 -1.119 0.218
H 3.704 -1.092 0.897 -0.103 0.135 0.962 0.190
H 4.127 0.487 -1.441 -0.591 1.194 -0.874 0.208
H 2.633 -0.509 -1.348 1.117 0.290 0.780 0.209
H -1.994 -2.380 -0.464 0.360 0.133 -0.179 0.401
H -4.110 -3.783 -1.142 -0.640 0.160 0.055 0.200
H -4.873 -2.321 -0.389 0.372 -0.346 -0.135 0.217
H -2.802 -4.291 0.954 0.243 -0.131 -0.187 0.248
H -4.565 -4.070 1.298 0.524 -0.264 -0.306 0.211
H -4.584 -0.871 1.141 0.211 0.031 -0.389 0.223
H -5.181 -1.493 2.630 1.280 0.187 0.088 0.238
H -1.331 -0.629 3.439 0.451 0.213 0.450 0.436
H -2.164 1.425 -3.162 -0.105 -0.705 1.040 0.255



[2]
52
Properties=species:S:1:pos:R:3:forces:R:3:nbo_charge:R:1 method="wB97M-V/def2-TZVPD" lumo_ev="-6.1 / -6.4" e_homo_ev="-13.322 / -13.333" charge=+2 fmax_ev_per_a=3.38 s2=3.76 multiplicity=4
C -1.058 3.696 -0.246 1.744 -2.095 0.990 -0.411
C -2.277 3.530 -1.064 -0.792 -0.886 -0.509 0.039
H -0.352 4.388 -0.721 -0.169 -0.109 0.077 0.238
H -1.297 4.107 0.746 0.002 0.082 -0.222 0.220
C -2.834 2.338 -1.370 0.392 1.540 0.194 -0.064
C -2.304 1.041 -0.899 1.819 -0.851 1.835 -0.332
H -1.713 0.532 -1.676 -0.203 0.006 0.094 0.211
H -3.099 0.365 -0.567 0.003 0.104 -0.177 0.201
C -2.899 4.795 -1.572 -0.107 0.429 -0.037 -0.652
H -2.401 5.668 -1.139 -0.119 -0.092 -0.100 0.228
H -3.966 4.860 -1.323 0.230 -0.033 -0.064 0.234
H -2.818 4.879 -2.666 0.005 -0.036 0.226 0.237
C -4.038 2.277 -2.266 -0.344 -0.237 -0.202 -0.642
H -3.885 2.829 -3.203 0.019 -0.139 0.247 0.239
H -4.930 2.707 -1.787 0.194 -0.107 -0.065 0.237
H -4.274 1.240 -2.529 -0.042 0.145 -0.020 0.215
V 1.681 -1.881 0.370 0.921 -1.148 0.032 1.252
O 0.525 -0.404 0.197 -2.679 1.701 0.505 -0.654
C -0.608 -0.086 0.685 1.374 -0.453 -0.301 0.757
O 0.325 -2.702 1.520 -2.606 0.655 1.214 -0.652
C -0.777 -2.204 1.900 2.029 -0.602 -0.867 0.935
O -1.567 -2.822 2.714 -0.537 0.634 -0.057 -0.388
N -1.264 -0.964 1.518 0.196 -0.282 -0.111 -0.455
C -2.704 -1.926 3.023 -0.331 -0.824 1.150 -0.092
C -2.613 -0.773 2.078 0.014 0.604 -1.014 -0.246
H -2.588 -1.590 4.057 0.009 -0.388 -0.118 0.229
H -3.621 -2.506 2.902 0.263 0.022 0.141 0.246
H -2.688 0.197 2.568 -0.079 -0.170 0.044 0.247
H -3.359 -0.841 1.278 0.189 0.123 0.146 0.237
C -1.214 1.214 0.420 -2.049 0.250 -1.919 -0.326
C -0.237 2.279 0.010 -0.801 2.490 -0.371 -0.401
H -1.836 1.525 1.271 0.179 0.008 -0.218 0.239
H 0.281 2.026 -0.920 -0.069 -0.106 0.231 0.226
H 0.494 2.466 0.802 0.061 -0.043 -0.177 0.220
N 1.061 -3.110 -2.756 0.263 -0.042 -0.081 -0.769
C 2.351 -3.056 -2.383 0.756 0.186 0.645 0.301
N 2.751 -2.577 -1.195 0.297 -0.665 -1.754 -0.660
C 4.153 -2.629 -1.062 -0.392 -1.327 -3.087 0.184
C 4.796 -3.162 -2.162 -0.555 0.788 1.703 -0.418
S 3.664 -3.608 -3.399 -0.271 0.348 0.723 0.490
C 4.619 -2.133 0.173 1.790 0.983 2.667 0.078
C 5.883 -2.001 0.715 -1.602 -0.319 -1.071 -0.393
S 5.818 -1.309 2.305 -0.725 -0.134 -0.443 0.490
C 4.074 -1.225 2.186 0.167 -0.514 -1.020 0.302
N 3.588 -1.691 1.025 1.257 0.526 1.218 -0.632
N 3.296 -0.746 3.171 0.244 0.023 0.003 -0.770
H 0.844 -3.493 -3.666 -0.311 0.137 0.282 0.434
H 0.327 -2.781 -2.135 0.330 -0.235 -0.506 0.407
H 5.870 -3.282 -2.224 -0.219 -0.141 -0.379 0.273
H 6.786 -2.300 0.199 0.084 0.185 0.411 0.273
H 3.748 -0.420 4.014 -0.446 -0.010 -0.056 0.433
H 2.284 -0.736 3.082 0.614 0.023 0.169 0.407



[3]
44
Properties=species:S:1:pos:R:3:forces:R:3:nbo_charge:R:1 method="wB97M-V/def2-TZVPD" smiles="CC#CC(=O)N1CCC(CO)(CCc2ccccc2)CC1" lumo_ev=0.7 e_homo_ev=-9.045 fmax_ev_per_a=0.97 e_above_lowest_ev=1.919 multiplicity=1
C -2.208 2.963 2.553 0.024 0.188 0.221 -0.697
C -2.205 2.313 1.266 -0.137 -0.615 -0.638 0.106
C -2.228 1.717 0.220 0.099 0.716 0.650 -0.166
C -2.070 1.199 -1.118 -0.162 -0.283 -0.347 0.620
O -1.768 1.929 -2.046 0.155 0.140 -0.086 -0.606
N -2.268 -0.135 -1.260 -0.018 0.063 -0.097 -0.421
C -2.492 -1.054 -0.167 -0.193 -0.220 0.414 -0.219
C -1.561 -2.269 -0.284 0.096 0.106 -0.183 -0.423
C -0.199 -1.896 -0.897 0.043 -0.344 0.211 -0.055
C 0.666 -3.172 -0.982 0.108 0.542 0.136 -0.045
O 0.013 -4.268 -1.572 -0.268 -0.303 -0.323 -0.715
C 0.485 -0.878 0.036 0.066 -0.194 -0.322 -0.392
C 1.922 -0.474 -0.314 -0.230 0.044 0.121 -0.450
C 2.306 0.707 0.535 0.153 -0.076 -0.062 0.085
C 3.148 0.563 1.628 -0.015 -0.023 -0.042 -0.238
C 3.453 1.648 2.433 0.045 0.041 0.114 -0.209
C 2.912 2.891 2.156 0.050 0.069 0.106 -0.230
C 2.069 3.045 1.068 -0.057 0.073 -0.022 -0.194
C 1.769 1.961 0.263 0.027 -0.012 0.015 -0.254
C -0.427 -1.312 -2.312 -0.194 0.035 0.130 -0.419
C -1.853 -0.772 -2.486 0.203 0.117 -0.456 -0.226
H -2.557 3.989 2.447 0.014 0.037 0.113 0.243
H -2.861 2.432 3.247 0.024 0.051 0.055 0.240
H -1.195 2.973 2.954 -0.011 0.051 0.088 0.249
H -2.327 -0.526 0.775 -0.043 -0.071 -0.117 0.226
H -3.537 -1.391 -0.184 0.109 0.044 0.098 0.198
H -2.022 -3.039 -0.904 -0.011 -0.006 0.073 0.218
H -1.410 -2.703 0.705 -0.023 -0.070 0.039 0.220
H 1.595 -2.947 -1.523 -0.014 0.009 0.104 0.162
H 0.924 -3.505 0.026 0.066 0.081 0.016 0.179
H -0.228 -4.038 -2.476 0.056 -0.063 0.052 0.461
H 0.486 -1.286 1.050 -0.057 0.028 0.096 0.206
H -0.110 0.035 0.057 -0.027 -0.010 0.108 0.214
H 2.607 -1.303 -0.133 0.056 0.006 -0.064 0.207
H 1.992 -0.195 -1.367 0.052 -0.060 -0.038 0.211
H 3.572 -0.406 1.851 0.042 -0.106 0.006 0.205
H 4.114 1.521 3.278 0.050 -0.005 0.063 0.211
H 3.149 3.738 2.784 0.023 0.064 0.042 0.211
H 1.644 4.012 0.843 -0.029 0.089 -0.028 0.213
H 1.110 2.092 -0.583 -0.112 0.004 -0.130 0.220
H -0.240 -2.065 -3.082 0.051 0.008 -0.086 0.193
H 0.274 -0.495 -2.483 0.037 -0.015 -0.099 0.218
H -1.884 -0.028 -3.284 -0.076 -0.170 0.071 0.248
H -2.560 -1.573 -2.719 0.028 0.040 -0.002 0.193



no.,DFT total energy (Eh)
1,-1597.3260
2,-2939.1540
3,-904.8868